No. 1
This record from the OMol25 dataset describes a structure of composition C25H33N2PPt. The level of theory is ωB97M-V with the def2-TZVPD basis set.

Geometry as ORCA input:
```
! wB97M-V def2-TZVPD RIJCOSX def2/J DEFGRID3
* xyz 0 3
C 0.9752 2.6641 -3.3639
C -0.2899 2.2064 -3.0189
C -0.4676 1.1933 -2.0721
C 0.6401 0.6112 -1.4741
C 1.9260 1.0532 -1.8207
C 2.0840 2.0837 -2.7481
C -1.8430 0.7457 -1.7189
C -1.9527 -0.6894 -1.1756
N -1.5208 -1.8332 -2.0068
Pt 0.4224 -0.8292 -0.0314
C 3.1186 0.3833 -1.2144
P 2.5505 -1.2705 -0.6436
H -1.1929 2.6203 -3.4754
H 3.0926 2.4112 -2.9831
H 1.0954 3.4512 -4.1167
H 3.4956 0.9362 -0.3374
H 3.9473 0.2797 -1.9257
H -2.2240 1.3865 -0.9040
H -2.5181 0.8929 -2.5644
H -1.3838 -0.7665 -0.1405
C 3.8284 -1.9680 0.4174
C 2.5925 -2.2232 -2.1961
H -2.9941 -0.8706 -0.8371
C -0.8746 -1.6713 -3.3013
C -2.4329 -2.9545 -1.9882
H 1.5272 -1.1782 1.1879
H -1.5326 -2.1678 -4.0422
H -0.7331 -0.6235 -3.6309
H 0.1162 -2.1964 -3.3368
H -2.6605 -3.2508 -3.0262
H -2.0127 -3.8438 -1.4515
H -3.4072 -2.6918 -1.4983
H 3.6341 -2.3315 -2.5246
H 2.1536 -3.2092 -1.9926
H 2.0141 -1.7261 -2.9843
H 4.8025 -1.9131 -0.0892
H 3.8671 -1.4231 1.3713
H 3.5669 -3.0158 0.6233
H -0.1582 -2.1244 0.8197
C -0.1136 4.5180 2.4723
C 0.6910 3.9472 1.4667
C 0.5449 2.6067 1.0816
C -0.4568 1.7880 1.6810
C -1.3363 2.4171 2.6191
C -1.1445 3.7385 3.0268
N -0.6084 0.4286 1.4509
C -1.1193 -0.3052 2.5347
C -0.4711 -0.2447 3.7907
C -0.8510 -1.0815 4.8316
C -1.9172 -1.9799 4.6479
C -2.6238 -1.9891 3.4331
C -2.2229 -1.1702 2.3811
H 0.0396 5.5490 2.7968
H 1.4577 4.5644 0.9876
H 1.1777 2.1658 0.3195
H -2.1483 1.8400 3.0501
H -1.7962 4.1731 3.7911
H 0.3643 0.4621 3.9262
H -0.2970 -1.0477 5.7746
H -2.2243 -2.6584 5.4538
H -3.4678 -2.6748 3.2994
H -2.7288 -1.1943 1.3988
*
```

Results
Molecular weight, g/mol: 587.605
Frontier orbital gap (spin up / spin down), eV: 5.3 / 5.2
Relative energy (zero: lowest compared OMol25 entry of this formula, charge and spin), kJ/mol: 0.0
Lowest unoccupied orbital energy (spin up / spin down), Ha: 0.020 / -0.062
E_HOMO (spin up / spin down), eV: -4.779 / -6.848

---

No. 2
This record from the OMol25 dataset describes the molecule C20H27NO5. The level of theory is ωB97M-V with the def2-TZVPD basis set.

Geometry as ORCA input:
```
! wB97M-V def2-TZVPD RIJCOSX def2/J DEFGRID3
* xyz 0 1
C -2.6276 -0.3788 -2.4495
H -1.6974 -0.9251 -2.2853
H -3.1056 -0.7677 -3.3513
H -2.4465 0.6888 -2.5526
O -3.4889 -0.5419 -1.3317
C -3.6889 -1.8129 -0.9402
O -3.1922 -2.7557 -1.4906
C -4.6365 -1.8854 0.2342
C -3.9074 -1.6837 1.5680
C -3.3085 -0.2831 1.7073
C -1.8545 -0.2442 1.2560
O -1.2652 -1.2391 0.8737
N -1.2167 0.9459 1.3866
C -1.8488 2.2426 1.4756
H -2.8480 2.1612 1.8987
C -1.8923 2.8766 0.0818
C -0.4803 2.9797 -0.4908
H 0.1063 3.6848 0.1030
H -0.5090 3.3612 -1.5124
C 0.2179 1.6160 -0.4701
C 1.6528 1.7360 -0.9702
O 2.0416 2.7501 -1.5068
C 2.5824 0.6185 -0.6692
C 3.8076 1.0105 -0.1327
C 4.7652 0.0976 0.2595
C 4.5136 -1.2597 0.0875
C 3.3106 -1.6551 -0.4975
C 2.3392 -0.7482 -0.8805
C 1.1049 -1.2674 -1.5520
H 0.2966 -1.3910 -0.8296
H 1.3023 -2.2445 -1.9860
H 0.7828 -0.5971 -2.3462
H 3.1537 -2.7114 -0.6518
O 5.3625 -2.2620 0.4300
C 6.6051 -1.9280 1.0001
H 7.2128 -1.3277 0.3156
H 7.1068 -2.8757 1.1893
H 6.4819 -1.3895 1.9453
H 5.6904 0.4514 0.6849
H 3.9972 2.0669 -0.0111
H -0.3204 0.9303 -1.1295
C 0.1626 1.0414 0.9511
H 0.6031 0.0459 0.9966
H 0.6983 1.7005 1.6417
H -2.3465 3.8667 0.1404
H -2.5131 2.2533 -0.5658
H -1.2457 2.8661 2.1450
H -3.3341 0.0318 2.7533
H -3.8920 0.4247 1.1175
H -4.6222 -1.8592 2.3734
H -3.1057 -2.4200 1.6494
H -5.0976 -2.8734 0.2237
H -5.4067 -1.1214 0.1142
*
```

Results
Molecular weight, g/mol: 361.438
Frontier orbital gap, eV: 9.3
Relative energy (zero: lowest compared OMol25 entry of this formula, charge and spin), kJ/mol: 94.0
SMILES string: COC(=O)CCCC(=O)N1CCC[C@@H](C(=O)c2ccc(OC)cc2C)C1
Lowest unoccupied orbital energy, Ha: 0.027
E_HOMO, eV: -8.570

---

No. 3
This record from the OMol25 dataset describes the molecule C6H12O. The level of theory is ωB97M-V with the def2-TZVPD basis set.

Geometry as ORCA input:
```
! wB97M-V def2-TZVPD RIJCOSX def2/J DEFGRID3
* xyz 0 1
C -1.6335 0.2579 0.2841
C -0.3916 0.0411 -0.4986
C -3.0010 -0.3333 -0.1246
C 1.6629 -1.2363 0.2736
C 2.0040 1.2356 -0.1683
C 1.0343 0.1478 0.3793
O -1.1800 1.2558 -0.4736
H -1.4912 0.4475 1.3264
H -0.2445 -0.6288 -1.3927
H -2.9639 -1.3749 -0.4190
H -3.4761 0.2482 -0.9710
H -3.7173 -0.3266 0.7128
H 1.9548 -1.2804 -0.7590
H 1.0086 -1.9984 0.6268
H 2.5292 -1.4424 0.9057
H 2.9578 1.3160 0.3092
H 1.6380 2.3365 -0.2101
H 2.3732 1.0347 -1.2545
H 0.9361 0.2999 1.4536
*
```

Results
Molecular weight, g/mol: 100.161
Frontier orbital gap, eV: 11.1
Relative energy (zero: lowest compared OMol25 entry of this formula, charge and spin), kJ/mol: 240.8
SMILES string: CC(C)[C@@H]1O[C@H]1C
Lowest unoccupied orbital energy, Ha: 0.042
E_HOMO, eV: -9.934

---

No. 4
This record from the OMol25 dataset describes a cluster of 2 separate species, C4H11NO in total. The level of theory is ωB97M-V with the def2-TZVPD basis set.

Geometry as ORCA input:
```
! wB97M-V def2-TZVPD RIJCOSX def2/J DEFGRID3
* xyz 0 1
C -2.2839 -0.1613 1.3843
N -1.2164 -0.5664 -1.3198
C -0.4175 -0.8151 -0.1901
C -0.9464 -0.7496 1.0264
C 0.8322 -1.5801 -0.4881
H -2.4087 0.8852 1.0852
H -3.1442 -0.6974 0.9636
H -2.3768 -0.1749 2.4696
H -2.1474 -0.2268 -1.1668
H -0.7427 -0.2877 -2.1586
H -0.4339 -1.1746 1.8483
H 1.5945 -1.0817 -1.0868
H 0.6709 -2.5122 -1.0281
H 1.2419 -1.9313 0.4619
H 2.8174 3.0299 -0.9460
H 3.9121 2.3496 -0.0726
O 3.3054 3.0970 -0.1263
*
```

Results
Molecular weight, g/mol: 89.138
Frontier orbital gap, eV: 8.6
Relative energy (zero: lowest compared OMol25 entry of this formula, charge and spin), kJ/mol: 114.6
SMILES string: C/C=C(/C)N.O
Lowest unoccupied orbital energy, Ha: 0.027
E_HOMO, eV: -7.919

---

No. 5
This record from the OMol25 dataset describes a cluster of 2 separate species, C4H10N2 in total. The level of theory is ωB97M-V with the def2-TZVPD basis set.

Geometry as ORCA input:
```
! wB97M-V def2-TZVPD RIJCOSX def2/J DEFGRID3
* xyz 0 1
C 0.1231 -0.0290 -0.9304
C 2.3512 -0.8168 -0.1890
C -2.0878 -0.8799 0.0053
C 0.2247 1.6624 0.6878
N -0.6549 -0.4377 0.1875
N -0.5209 0.9768 -0.2692
H -0.0600 -0.3164 -1.9716
H 1.6457 -1.5128 0.3289
H 2.4906 0.1077 0.2642
H 2.7524 -1.0544 -1.1412
H -2.5654 -0.5170 0.9974
H -2.5757 -0.5828 -0.9138
H -2.1505 -2.0353 -0.0158
H 0.7850 0.9547 1.3252
H 0.8210 2.4165 0.1689
H -0.5784 2.0639 1.4657
*
```

Results
Molecular weight, g/mol: 86.138
Frontier orbital gap (spin up / spin down), eV: 8.7 / 8.8
Relative energy (zero: lowest compared OMol25 entry of this formula, charge and spin), kJ/mol: 647.6
Lowest unoccupied orbital energy (spin up / spin down), Ha: 0.021 / 0.019
E_HOMO (spin up / spin down), eV: -8.094 / -8.263

---

No. 6
This record from the OMol25 dataset describes the molecule C23H29N3O2. The level of theory is ωB97M-V with the def2-TZVPD basis set.

Geometry as ORCA input:
```
! wB97M-V def2-TZVPD RIJCOSX def2/J DEFGRID3
* xyz 0 1
C 8.0014 -0.5290 0.3625
C 7.8003 -1.0413 -1.0587
C 6.3920 -1.5810 -1.3069
C 6.0823 -2.8405 -0.5009
C 4.7113 -3.4133 -0.8533
C 3.5786 -2.5424 -0.3210
O 3.7315 -1.6949 0.5293
N 2.3812 -2.8516 -0.8955
C 1.1124 -2.3160 -0.6375
C 0.0266 -2.8256 -1.3462
C -1.2460 -2.3434 -1.1362
C -1.4925 -1.3180 -0.2156
C -0.3953 -0.8212 0.4929
C 0.8811 -1.3098 0.2916
H 1.7059 -0.9044 0.8525
H -0.5177 -0.0330 1.2186
N -2.8002 -0.8991 0.0131
C -3.1050 -0.0017 1.1024
H -2.4668 -0.2205 1.9577
C -2.9818 1.4767 0.6886
N -3.8314 1.7137 -0.4549
C -4.9766 2.4403 -0.4503
O -5.7698 2.4096 -1.3742
C -5.1962 3.3272 0.7346
C -6.3354 3.1575 1.5114
C -6.5882 4.0121 2.5698
C -5.7159 5.0513 2.8466
C -4.5901 5.2375 2.0612
C -4.3276 4.3785 1.0090
H -3.4548 4.5272 0.3892
H -3.9154 6.0552 2.2679
H -5.9168 5.7214 3.6693
H -7.4713 3.8710 3.1753
H -7.0190 2.3546 1.2784
C -3.5567 0.8220 -1.5626
C -3.6782 -0.6407 -1.1102
H -3.4396 -1.2960 -1.9447
H -4.7087 -0.8355 -0.7947
H -4.2752 1.0432 -2.3533
H -2.5386 1.0094 -1.9232
H -3.2745 2.1223 1.5164
H -1.9456 1.6981 0.4072
H -4.1446 -0.1895 1.3974
H -2.0634 -2.7887 -1.6818
H 0.1806 -3.6198 -2.0643
H 2.3836 -3.5878 -1.5882
H 4.5973 -4.4034 -0.4014
H 4.6138 -3.5226 -1.9363
H 6.8490 -3.5948 -0.6929
H 6.0874 -2.6025 0.5625
H 6.2868 -1.8058 -2.3726
H 5.6616 -0.8114 -1.0523
H 8.5314 -1.8259 -1.2703
H 7.9845 -0.2225 -1.7586
H 7.2324 0.1976 0.6139
H 7.9522 -1.3421 1.0816
H 8.9738 -0.0505 0.4579
*
```

Results
Molecular weight, g/mol: 379.504
Frontier orbital gap, eV: 8.1
Relative energy (zero: lowest compared OMol25 entry of this formula, charge and spin), kJ/mol: 109.9
SMILES string: CCCCCC(=O)Nc1ccc(N2CCN(C(=O)c3ccccc3)CC2)cc1
Lowest unoccupied orbital energy, Ha: 0.025
E_HOMO, eV: -7.411

---

No. 7
This record from the OMol25 dataset describes a cluster of 2 separate species, C9H12ClNSi in total. The level of theory is ωB97M-V with the def2-TZVPD basis set.

Geometry as ORCA input:
```
! wB97M-V def2-TZVPD RIJCOSX def2/J DEFGRID3
* xyz 0 1
C -0.6352 -2.5672 -2.9403
C -1.5012 -1.5608 -2.4484
C 0.6924 -2.4990 -2.5735
C -0.9904 -0.6142 -1.5301
C 1.1508 -1.6043 -1.6216
C 0.3268 -0.5895 -1.0907
C 1.3201 0.9440 4.2444
C 0.6213 0.1458 3.4956
C -1.3825 2.1064 0.8447
N -0.1761 2.0516 0.1293
Si 0.8987 0.7352 0.1702
Cl 2.8505 0.9810 -0.2931
H -0.9097 -3.2199 -3.7625
H -2.4518 -1.3521 -3.0491
H 1.3327 -3.1282 -3.0343
H -1.6011 0.1937 -1.2922
H 2.2643 -1.4569 -1.6461
H 1.2146 1.1380 5.2848
H 2.0645 1.7309 3.9913
H -0.1011 -0.6755 3.7299
H -1.3642 2.8762 1.5581
H -2.4057 2.1834 0.4262
H -1.4116 1.2239 1.6015
H 0.1938 2.9575 -0.1941
*
```

Results
Molecular weight, g/mol: 197.741
Frontier orbital gap (spin up / spin down), eV: 8.2 / 7.0
Relative energy (zero: lowest compared OMol25 entry of this formula, charge and spin), kJ/mol: 440.6
Lowest unoccupied orbital energy (spin up / spin down), Ha: -0.013 / -0.004
E_HOMO (spin up / spin down), eV: -8.566 / -7.128

---

No. 8
This record from the OMol25 dataset describes a structure of composition C36H83F6N6O18S2Sr2. The level of theory is ωB97M-V with the def2-TZVPD basis set.

Geometry as ORCA input:
```
! wB97M-V def2-TZVPD RIJCOSX def2/J DEFGRID3
* xyz 1 1
Sr 1.8732 -5.0506 -2.1620
Sr -0.7965 2.4261 1.7060
C -4.6145 0.5388 2.0029
F -5.3874 -0.4381 2.4146
F -3.7566 0.0762 1.0911
F -5.3633 1.4779 1.4544
S -3.6188 1.2693 3.4588
O -4.5345 1.3433 4.5726
O -2.5880 0.2657 3.6537
N -2.9257 2.7241 2.8587
S -3.8869 3.8342 3.4820
O -3.4554 5.1200 2.9555
O -5.3172 3.6973 3.3610
C -3.4306 4.0023 5.3374
F -4.5064 3.9950 6.0737
F -2.6269 3.0016 5.7002
F -2.7597 5.1159 5.5199
C -0.1752 -0.8248 -1.6643
C -0.4537 -0.0511 -0.5115
C -0.2100 -0.6937 0.9120
O -0.3939 0.0065 1.9009
C 0.1923 -2.0628 0.9785
C 0.3668 -2.8069 -0.1623
C 0.2586 -2.1289 -1.5141
O 0.5621 -2.7410 -2.6111
O 0.6983 -4.0457 -0.0402
O -0.7992 1.1433 -0.4916
H -0.2517 -0.3960 -2.6518
H 0.2500 -2.5343 1.9499
C 3.3801 -5.3386 2.5489
O 3.4366 -6.6311 1.9871
H 2.5669 -4.7060 2.1798
H 3.2612 -5.4456 3.6275
H 4.3267 -4.7919 2.4709
H 3.6144 -6.5987 1.0474
C 3.3412 -1.6760 3.5428
O 4.4750 -2.5085 3.7404
H 2.5859 -2.2275 2.9706
H 2.9376 -1.2746 4.4712
H 3.6215 -0.8544 2.8812
H 4.3201 -3.0404 4.5257
C 2.4099 -3.2031 -5.8387
C 3.7761 -3.3559 -5.1568
O 3.6575 -4.2910 -4.0736
H 2.5913 -2.7889 -6.8288
H 1.8490 -2.4880 -5.2378
H 1.8901 -4.1544 -5.9307
H 4.0899 -2.3930 -4.7500
H 4.5391 -3.6714 -5.8705
H 4.5280 -4.5279 -3.7381
C -2.0606 -0.5312 -5.6230
C -1.3145 -1.8227 -5.9503
O -1.5373 -2.8010 -4.9432
H -2.1629 0.1138 -6.4938
H -1.4763 -0.0388 -4.8400
H -3.0250 -0.7505 -5.1665
H -0.2404 -1.6435 -6.0963
H -1.6252 -2.2688 -6.8992
H -1.1000 -2.4077 -4.1716
C -0.5236 -2.2954 6.4292
C -0.3204 -2.2903 4.9282
O 0.2249 -1.0157 4.5520
H -0.8096 -3.3118 6.7182
H -1.3841 -1.6886 6.7090
H 0.3461 -2.0245 7.0250
H -1.2894 -2.2737 4.4197
H 0.3006 -3.1188 4.5722
H 0.0138 -0.8438 3.6245
C -2.8221 5.9014 -1.6004
C -2.9507 4.8858 -0.4667
C -4.0638 3.8741 -0.6803
O -4.0106 3.2969 -1.9632
C -4.3977 1.9385 -1.9122
N -1.6956 4.1012 -0.3145
H -2.7386 5.4289 -2.5815
H -1.9885 6.5895 -1.4537
H -3.7441 6.4868 -1.6468
H -3.1103 5.4541 0.4521
H -4.9940 4.4235 -0.4765
H -4.0535 3.1876 0.1727
H -4.2299 1.4629 -2.8796
H -5.4324 1.7712 -1.6028
H -3.7440 1.3894 -1.2232
H -0.8730 4.5885 -0.6364
H -1.8253 3.4175 -1.0685
C 1.9426 2.0104 5.5933
C 1.3616 2.3208 4.2237
C 2.1610 1.6878 3.0842
O 1.7863 2.1915 1.8252
C 2.4475 1.4541 0.8055
N -0.0713 2.0194 4.1514
H 2.9392 2.4426 5.7245
H 1.9436 0.9537 5.8580
H 1.3953 2.5649 6.3598
H 1.3559 3.4125 4.1034
H 1.9092 0.6217 3.1776
H 3.2264 1.7572 3.3230
H 2.0441 1.6712 -0.1817
H 2.3511 0.3695 0.9406
H 3.5218 1.6547 0.8464
H -0.6044 2.5646 4.8177
H -0.1845 1.0354 4.4015
C 4.9077 -1.7845 0.1205
C 3.7720 -2.0442 -0.8709
C 3.8090 -1.1975 -2.1222
O 3.7318 0.1553 -1.7104
C 4.0026 1.0394 -2.7745
N 3.7502 -3.4791 -1.2214
H 5.0469 -0.7460 0.4083
H 5.8672 -2.1969 -0.2107
H 4.6892 -2.3872 1.0091
H 2.8615 -1.7478 -0.3410
H 2.9595 -1.3602 -2.7959
H 4.7439 -1.3747 -2.6760
H 3.4319 0.8220 -3.6831
H 5.0627 0.9547 -3.0470
H 3.8491 2.0768 -2.4899
H 4.6097 -3.6759 -1.7314
H 3.8932 -3.9329 -0.3150
C 1.4231 5.9697 -3.4502
C 0.7740 4.8540 -2.6292
C 1.4089 3.4986 -2.9679
O 1.2146 3.1529 -4.3221
C 0.0183 2.4658 -4.5633
N 0.8914 5.1002 -1.1871
H 0.7834 6.8500 -3.5351
H 1.5751 5.6416 -4.4830
H 2.4166 6.2940 -3.1330
H -0.3002 4.7744 -2.8180
H 1.0822 2.6861 -2.3102
H 2.4900 3.5953 -2.8310
H -0.8773 2.9720 -4.1723
H -0.0116 1.5022 -4.0425
H -0.2044 2.3592 -5.6222
H 0.5418 6.0177 -0.9268
H 1.9050 5.1367 -1.0779
C -2.9639 -3.6566 2.3939
C -3.3195 -4.1802 1.0307
C -3.6181 -3.1209 -0.0249
O -3.8087 -3.6884 -1.2883
C -3.7166 -2.7800 -2.3360
N -2.2404 -5.0843 0.5855
H -3.7494 -3.0016 2.7823
H -2.0341 -3.0861 2.4403
H -2.8178 -4.4443 3.1343
H -4.2506 -4.7580 1.0494
H -2.7788 -2.4095 -0.0652
H -4.4970 -2.5483 0.2966
H -4.0370 -3.2313 -3.2753
H -2.7121 -2.3816 -2.4656
H -4.4503 -1.9666 -2.2376
H -1.2966 -4.8014 0.8248
H -2.2427 -5.0662 -0.4317
*
```

Results
Molecular weight, g/mol: 1241.446
Frontier orbital gap, eV: 6.4
Lowest unoccupied orbital energy, Ha: -0.155
E_HOMO, eV: -10.589

---

| no. | E_tot (eV) |
| --- | --- |
| 1 | -41970.889 |
| 2 | -32906.673 |
| 3 | -8461.858 |
| 4 | -7863.366 |
| 5 | -7283.908 |
| 6 | -32888.215 |
| 7 | -31414.272 |
| 8 | -124115.893 |